Formula: C6H12I2N
Source: the Open Molecules 2025 dataset
Level of theory: ωB97M-V/def2-TZVPD

The energy comes out at -885.57848 hartree. The frontier orbital gap comes out at 9.634 eV. Its energy above the lowest of the compared OMol25 structures with the same formula, charge and spin is 34.9 kcal/mol.

ORCA input file:
```
! wB97M-V def2-TZVPD RIJCOSX def2/J DEFGRID3
* xyz 1 1
C 1.666 -3.011 0.860
C -0.594 -0.691 -1.838
C 1.896 -2.272 -0.215
C -1.076 -0.095 -0.757
C -1.119 2.383 -0.333
C -0.550 0.743 1.416
N -0.507 1.098 -0.100
I 2.842 -0.397 -0.080
I -2.929 -0.763 0.006
H 1.359 -4.110 0.849
H 1.794 -2.813 1.956
H 0.235 -0.323 -2.454
H -0.915 -1.585 -2.249
H 2.015 -2.453 -1.269
H -0.952 2.508 -1.466
H -2.118 2.308 -0.147
H -0.499 3.077 0.117
H 0.024 -0.034 1.739
H -0.249 1.716 2.038
H -1.513 0.602 1.850
H 0.532 0.953 -0.459
*
```

Atomic partial charges in e from the Löwdin method, atoms 1 to 6:
1 C -0.12
2 C -0.02
3 C -0.67
4 C -0.75
5 C 0.00
6 C -0.07

---

Formula: C30H78ClMnN5O15
Source: the Open Molecules 2025 dataset
Level of theory: ωB97M-V/def2-TZVPD

The energy comes out at -4202.91415 hartree. The frontier orbital gap (spin up / spin down) comes out at 7.620 / 7.923 eV. As for the expectation value of S²: 8.753.

ORCA input file:
```
! wB97M-V def2-TZVPD RIJCOSX def2/J DEFGRID3
* xyz 0 6
Mn 0.379 0.338 1.381
C -1.595 -0.786 5.114
C -0.350 -1.369 4.318
O -0.219 -0.863 3.009
H -1.548 0.182 5.613
H -1.717 -1.356 6.035
H -2.478 -0.866 4.480
H -0.389 -2.452 4.435
H 0.552 -1.043 4.837
Cl 3.312 -0.537 -3.345
O 3.724 -1.869 -3.662
O 3.220 0.304 -4.508
O 2.188 -0.372 -2.458
O 4.444 0.071 -2.626
C 1.936 1.626 3.860
O 1.934 1.226 2.500
C 3.229 0.804 2.065
C 3.178 0.022 0.732
N 2.030 -0.894 0.663
C 2.325 -2.086 1.477
C 3.170 -3.131 0.723
O 2.589 -3.457 -0.545
C 3.459 -4.301 -1.238
H 2.472 2.548 4.086
H 2.281 0.877 4.573
H 0.975 2.042 4.162
H 3.682 0.096 2.759
H 3.791 1.734 1.983
H 4.121 -0.482 0.520
H 3.312 0.736 -0.081
H 2.102 -1.245 -0.281
H 1.385 -2.624 1.607
H 2.762 -2.034 2.475
H 3.410 -3.975 1.370
H 4.165 -2.722 0.550
H 4.482 -3.933 -1.309
H 3.116 -4.384 -2.270
H 3.633 -5.320 -0.891
C 0.235 -3.554 -2.781
O -0.700 -3.169 -3.881
C -0.190 -2.058 -4.688
C -1.336 -1.541 -5.611
N -2.441 -1.014 -4.778
C -3.634 -0.579 -5.589
C -4.564 0.148 -4.637
O -3.964 1.238 -3.925
C -3.930 2.446 -4.718
H 0.482 -2.720 -2.123
H 1.187 -3.791 -3.256
H 0.054 -4.480 -2.234
H 0.731 -2.306 -5.217
H 0.051 -1.294 -3.949
H -1.674 -2.361 -6.245
H -0.955 -0.815 -6.329
H -2.255 -0.197 -4.216
H -4.238 -1.411 -5.952
H -3.219 0.079 -6.352
H -4.788 -0.606 -3.882
H -5.473 0.399 -5.183
H -3.436 2.291 -5.677
H -3.391 3.260 -4.233
H -4.940 2.811 -4.904
C -4.048 4.988 1.168
O -2.657 5.121 1.290
C -1.948 5.275 0.047
C -0.521 5.814 0.401
N 0.059 4.858 1.311
C 1.464 5.121 1.611
C 2.402 5.012 0.438
O 2.428 3.681 -0.061
C 3.174 3.503 -1.234
H -4.372 4.305 0.382
H -4.501 5.931 0.859
H -4.511 4.726 2.119
H -2.444 6.074 -0.503
H -2.077 4.432 -0.631
H -0.659 6.791 0.864
H -0.020 5.945 -0.559
H -0.558 4.942 2.106
H 1.655 4.531 2.507
H 1.628 6.120 2.017
H 3.387 5.190 0.867
H 2.194 5.766 -0.322
H 3.321 2.450 -1.476
H 4.208 3.845 -1.189
H 2.663 3.960 -2.081
C -1.908 2.382 2.594
C -1.764 3.065 3.963
O -1.090 4.352 3.974
O -0.674 2.220 1.973
H -2.503 2.864 1.819
H -2.419 1.433 2.756
H -1.210 2.436 4.660
H -2.714 3.242 4.466
H -1.097 4.691 4.872
H -0.440 3.136 1.802
C 2.289 -7.053 1.917
C 1.092 -5.982 1.931
C -0.260 -6.705 1.874
O -1.364 -5.814 2.096
C -1.569 -4.777 1.138
N 1.177 -5.232 3.196
H 3.275 -6.656 2.161
H 2.517 -7.456 0.931
H 2.135 -7.935 2.538
H 1.209 -5.337 1.060
H -0.212 -7.465 2.654
H -0.408 -7.246 0.939
H -2.449 -4.185 1.388
H -1.662 -5.129 0.110
H -0.679 -4.154 1.236
H 0.323 -4.696 3.249
H 1.101 -5.815 4.017
C -0.527 1.955 -2.614
C -0.604 1.474 -1.213
C -1.224 0.094 -1.088
O -1.301 -0.193 0.329
C -2.520 -0.848 0.605
N 0.658 1.436 -0.489
H -1.527 2.147 -3.003
H -0.055 1.256 -3.304
H -0.044 2.923 -2.743
H -1.331 2.129 -0.733
H -0.606 -0.673 -1.556
H -2.198 0.124 -1.576
H -2.710 -1.122 1.642
H -2.559 -1.824 0.121
H -3.308 -0.183 0.251
H 0.989 2.386 -0.400
H 1.233 1.067 -1.233
*
```

Atomic partial charges in e from the Löwdin method, atoms 1 to 6:
1 Mn 0.85
2 C -0.09
3 C -0.38
4 O -0.36
5 H 0.04
6 H 0.05

---

Formula: C31H30AsN12P2Se2Ti
Source: the Open Molecules 2025 dataset
Level of theory: ωB97M-V/def2-TZVPD

The energy comes out at -10426.98654 hartree. The frontier orbital gap comes out at 5.346 eV. Its energy above the lowest of the compared OMol25 structures with the same formula, charge and spin is 8.6 kcal/mol.

ORCA input file:
```
! wB97M-V def2-TZVPD RIJCOSX def2/J DEFGRID3
* xyz 1 1
Ti -2.257 -1.114 -1.710
Se 2.085 0.039 3.422
P 2.437 0.626 1.428
C 4.011 -0.076 0.871
C 5.159 0.683 1.076
C 6.399 0.135 0.812
C 6.497 -1.171 0.360
C 5.354 -1.936 0.185
C 4.108 -1.397 0.450
C 2.596 2.421 1.161
C 2.794 2.915 -0.125
C 3.049 4.263 -0.297
C 3.119 5.110 0.799
C 2.908 4.615 2.074
C 2.646 3.269 2.259
C 1.188 0.090 0.223
C -0.159 -0.290 0.302
N -0.561 -0.494 -0.979
N 0.479 -0.261 -1.775
N 1.511 0.078 -1.083
P -1.446 -0.411 1.556
Se -3.143 -1.445 0.694
C -1.811 1.317 1.965
C -2.862 1.959 1.319
C -3.109 3.290 1.598
C -2.310 3.971 2.502
C -1.255 3.329 3.132
C -1.000 1.997 2.868
C -0.845 -1.415 2.919
C -0.076 -2.532 2.604
C 0.368 -3.353 3.622
C 0.031 -3.062 4.936
C -0.761 -1.964 5.238
C -1.211 -1.134 4.228
H 5.074 1.697 1.444
H 7.291 0.721 0.977
H 7.467 -1.600 0.163
H 5.440 -2.963 -0.134
H 3.215 -1.997 0.334
H 2.764 2.239 -0.968
H 3.211 4.654 -1.288
H 3.357 6.154 0.661
H 2.968 5.271 2.929
H 2.511 2.865 3.254
H -3.498 1.431 0.616
H -3.939 3.780 1.117
H -2.512 5.006 2.719
H -0.634 3.858 3.839
H -0.190 1.481 3.363
H 0.183 -2.741 1.572
H 0.971 -4.217 3.390
H 0.389 -3.698 5.730
H -1.034 -1.753 6.260
H -1.817 -0.265 4.443
N -5.150 -2.707 -2.302
C -5.012 -1.359 -2.100
N -5.765 -0.513 -1.405
N -5.084 0.608 -1.341
N -3.966 0.513 -1.970
N -3.900 -0.715 -2.537
C -4.008 -3.468 -2.181
N -3.884 -4.775 -2.076
N -2.591 -5.003 -1.915
N -1.920 -3.919 -1.919
N -2.769 -2.893 -2.095
H -6.032 -3.152 -2.086
C 0.543 -1.110 -4.708
As -1.298 -0.878 -4.088
C -1.784 0.811 -4.950
C -2.251 -2.147 -5.244
H 0.580 -1.102 -5.802
H 0.918 -2.067 -4.335
H 1.161 -0.304 -4.304
H -1.623 0.751 -6.033
H -1.168 1.617 -4.539
H -2.835 1.034 -4.742
H -2.024 -1.970 -6.300
H -3.332 -2.053 -5.099
H -1.959 -3.169 -4.985
*
```

Atomic partial charges in e from the Löwdin method, atoms 1 to 6:
1 Ti 0.73
2 Se 0.44
3 P 0.57
4 C -0.37
5 C -0.08
6 C -0.06

---

Formula: C20H36MnN2O2S3
Source: the Open Molecules 2025 dataset
Level of theory: ωB97M-V/def2-TZVPD

The energy comes out at -3388.72393 hartree. The frontier orbital gap (spin up / spin down) comes out at 8.447 / 8.100 eV. Its energy above the lowest of the compared OMol25 structures with the same formula, charge and spin is 5.6 kcal/mol. As for the expectation value of S²: 0.895.

ORCA input file:
```
! wB97M-V def2-TZVPD RIJCOSX def2/J DEFGRID3
* xyz 2 2
Mn 0.154 0.093 0.145
C -0.348 -3.168 -1.386
C 0.094 -2.244 -0.281
C -0.858 -1.922 0.731
C -2.307 -2.283 0.546
C -0.431 -1.361 1.942
C -1.419 -1.222 3.065
C 0.919 -0.937 2.092
C 1.325 -0.275 3.382
C 1.852 -1.178 1.060
C 3.312 -0.830 1.212
C 1.439 -1.867 -0.115
C 2.493 -2.258 -1.118
H 0.449 -3.418 -2.077
H -1.187 -2.779 -1.956
H -0.687 -4.103 -0.933
H -2.501 -3.286 0.937
H -2.593 -2.286 -0.503
H -2.958 -1.590 1.072
H -2.042 -2.114 3.125
H -2.079 -0.367 2.904
H -0.930 -1.102 4.026
H 1.559 -1.036 4.130
H 0.524 0.343 3.782
H 2.202 0.352 3.272
H 3.924 -1.708 1.010
H 3.560 -0.498 2.212
H 3.612 -0.051 0.508
H 2.952 -3.200 -0.805
H 3.288 -1.520 -1.175
H 2.095 -2.404 -2.116
C -1.980 -0.449 -3.602
C -2.661 0.468 -2.600
S -1.867 0.924 -1.016
C -1.193 2.573 -1.345
C 0.120 2.596 -2.105
S 1.333 1.380 -1.480
C 1.815 0.508 -2.999
C 0.843 -0.516 -3.563
S -0.549 0.186 -4.500
H -2.721 -0.659 -4.377
H -1.719 -1.409 -3.164
H -3.596 0.000 -2.287
H -2.921 1.420 -3.062
H -1.091 3.030 -0.363
H -1.952 3.135 -1.890
H 0.580 3.581 -2.027
H -0.040 2.363 -3.153
H 2.762 0.030 -2.749
H 2.040 1.293 -3.721
H 0.437 -1.142 -2.772
H 1.393 -1.158 -4.253
C -2.515 2.671 3.100
O -1.135 3.091 3.013
C -0.335 2.453 2.186
O -0.705 1.493 1.498
N 0.892 2.993 2.193
N 1.915 2.454 1.417
H -3.044 3.514 3.529
H -2.589 1.811 3.761
H -2.904 2.432 2.114
H 1.038 3.819 2.758
H 2.685 2.200 2.025
H 2.249 3.135 0.744
*
```

Atomic partial charges in e from the Löwdin method, atoms 1 to 6:
1 Mn 0.40
2 C 0.00
3 C -0.20
4 C -0.22
5 C -0.01
6 C -0.19

---

Formula: C27H31AsCoF6NO5S2
Source: the Open Molecules 2025 dataset
Level of theory: ωB97M-V/def2-TZVPD

The energy comes out at -6492.62242 hartree. The frontier orbital gap (spin up / spin down) comes out at 7.816 / 7.705 eV. Its energy above the lowest of the compared OMol25 structures with the same formula, charge and spin is 25.2 kcal/mol.

ORCA input file:
```
! wB97M-V def2-TZVPD RIJCOSX def2/J DEFGRID3
* xyz 0 1
Co 0.156 -0.873 -0.446
C -2.811 -1.986 -3.292
C -1.440 -1.730 -2.731
O -1.280 -1.883 -1.510
C -0.389 -1.306 -3.641
C -0.528 -1.488 -5.027
C 0.439 -1.091 -5.916
C 1.587 -0.455 -5.436
C 1.748 -0.242 -4.092
C 0.776 -0.657 -3.154
O 1.030 -0.403 -1.902
H -3.504 -2.147 -2.470
H -2.809 -2.865 -3.938
H -3.118 -1.116 -3.872
H -1.417 -1.969 -5.409
H 0.307 -1.258 -6.976
H 2.352 -0.124 -6.128
H 2.617 0.272 -3.703
O -0.363 1.074 0.435
S -0.106 2.411 1.046
C -0.191 2.061 2.865
C 0.483 0.738 3.193
C -0.320 -0.144 4.164
C -0.170 -1.627 3.845
S -1.097 -2.231 2.355
O -0.699 -1.360 1.216
C -2.706 -1.588 2.829
C -3.419 -2.246 3.820
C -4.623 -1.711 4.248
C -5.102 -0.540 3.673
C -4.395 0.085 2.655
C -3.186 -0.442 2.220
C 1.671 2.668 0.836
C 2.549 3.078 1.825
C 3.895 3.235 1.521
C 4.352 3.009 0.231
C 3.458 2.638 -0.767
C 2.118 2.467 -0.465
H -1.266 2.008 3.048
H 0.200 2.929 3.395
H 1.494 0.896 3.570
H 0.585 0.201 2.257
H -1.377 0.122 4.123
H 0.008 0.023 5.192
H -0.545 -2.256 4.655
H 0.873 -1.880 3.648
H -3.032 -3.161 4.254
H -5.184 -2.202 5.031
H -6.038 -0.118 4.015
H -4.777 0.990 2.202
H -2.615 0.024 1.424
H 2.210 3.274 2.833
H 4.587 3.541 2.296
H 5.402 3.140 -0.001
H 3.808 2.488 -1.780
H 1.414 2.171 -1.235
N 4.237 -0.528 0.468
C 2.959 -0.915 0.272
O 2.016 -0.328 0.792
C 2.724 -2.112 -0.598
C 1.280 -2.520 -0.423
H 4.405 0.340 0.951
H 4.988 -0.946 -0.050
H 3.420 -2.918 -0.344
H 2.922 -1.809 -1.628
H 1.136 -2.991 0.551
H 0.977 -3.225 -1.195
F -1.536 0.757 -1.914
As -1.815 2.228 -2.842
F -2.402 1.216 -4.139
F -2.130 3.643 -3.783
F -3.398 2.298 -2.125
F -1.198 3.233 -1.548
F -0.194 2.133 -3.477
*
```

Atomic partial charges in e from the Löwdin method, atoms 1 to 6:
1 Co 0.61
2 C 0.01
3 C -0.34
4 O 0.02
5 C -0.10
6 C -0.03

---

Formula: C16H30MnN10O8P2
Source: the Open Molecules 2025 dataset
Level of theory: ωB97M-V/def2-TZVPD

The energy comes out at -3611.06359 hartree. The frontier orbital gap (spin up / spin down) comes out at 7.006 / 9.028 eV. Its energy above the lowest of the compared OMol25 structures with the same formula, charge and spin is 16.0 kcal/mol. As for the expectation value of S²: 8.754.

ORCA input file:
```
! wB97M-V def2-TZVPD RIJCOSX def2/J DEFGRID3
* xyz 0 6
Mn -0.989 0.198 1.255
O 1.094 4.434 5.110
C 0.613 3.655 4.165
C -0.537 3.869 3.341
C -1.118 2.803 2.679
N -0.449 1.605 2.625
C 0.678 1.340 3.316
C 1.220 2.403 4.078
C 1.298 -0.002 3.009
O 2.392 -0.398 3.468
O 0.577 -0.707 2.147
C -2.215 2.888 1.702
O -2.938 3.911 1.617
O -2.289 1.762 0.987
H 0.668 5.238 5.410
H -1.017 4.854 3.389
H 2.172 2.266 4.585
C 3.441 0.404 -2.961
N 2.493 1.053 -2.088
C 2.058 2.391 -2.400
P 1.662 0.126 -1.019
O 0.727 0.924 -0.201
O 0.736 -0.954 -1.873
P -0.932 -0.860 -2.003
O -1.517 -0.746 -0.572
N -1.140 -2.259 -2.827
C -0.278 -3.429 -2.611
C -2.490 -2.670 -3.310
N -1.304 0.446 -2.876
C -2.367 1.396 -2.431
C -0.936 0.505 -4.238
N 2.774 -0.904 -0.365
C 2.443 -2.275 0.098
C 3.940 -0.339 0.353
H 4.199 -0.135 -2.391
H 3.881 1.206 -3.520
H 3.089 -0.366 -3.596
H 2.781 3.180 -2.031
H 1.099 2.561 -1.949
H 1.977 2.521 -3.530
H -0.825 -4.323 -2.891
H 0.069 -3.465 -1.552
H 0.565 -3.439 -3.229
H -2.530 -3.140 -4.288
H -3.079 -1.763 -3.248
H -2.789 -3.445 -2.559
H -2.364 2.261 -3.107
H -2.247 1.708 -1.382
H -3.339 0.900 -2.445
H -0.158 -0.239 -4.440
H -0.535 1.551 -4.441
H -1.806 0.378 -4.922
H 3.311 -2.931 0.176
H 1.782 -2.698 -0.738
H 1.929 -2.355 1.029
H 4.114 0.687 0.013
H 4.844 -0.948 0.178
H 3.728 -0.363 1.423
N -3.070 -2.723 5.231
N -2.868 -2.275 3.957
N -2.789 -3.073 2.921
C -2.586 -2.212 1.917
N -2.476 -0.959 2.356
N -2.848 -0.940 3.631
H -3.652 -3.552 5.171
H -3.361 -1.966 5.833
H -2.519 -2.571 0.863
*
```

Atomic partial charges in e from the Löwdin method, atoms 1 to 6:
1 Mn 0.77
2 O 0.09
3 C -0.30
4 C 0.08
5 C -0.15
6 N 0.06

---

Formula: C6H12
Source: the Open Molecules 2025 dataset
Level of theory: ωB97M-V/def2-TZVPD

The energy comes out at -235.67901 hartree. The frontier orbital gap comes out at 8.490 eV. Its energy above the lowest of the compared OMol25 structures with the same formula, charge and spin is 87.4 kcal/mol.

ORCA input file:
```
! wB97M-V def2-TZVPD RIJCOSX def2/J DEFGRID3
* xyz 0 1
C -1.309 -0.593 -1.456
C -0.762 -0.165 -0.095
C 0.494 -0.988 0.341
C -0.273 1.240 -0.072
C 1.827 -0.577 -0.294
C -0.317 1.812 1.290
H -0.552 -0.481 -2.239
H -1.647 -1.637 -1.437
H -2.164 0.032 -1.735
H -1.526 -0.358 0.682
H 0.289 -2.040 0.106
H 0.589 -0.926 1.432
H 2.080 0.465 -0.076
H 1.811 -0.681 -1.383
H 2.633 -1.206 0.097
H -0.510 1.136 2.143
H -1.189 2.486 1.198
H 0.526 2.479 1.499
*
```

Atomic partial charges in e from the Löwdin method, atoms 1 to 6:
1 C -0.09
2 C -0.46
3 C -0.22
4 C 0.01
5 C -0.11
6 C -0.16